No. 1
Formula: C26H34FI2N4O6PdS2
Source: OMol25
Level of theory: ωB97M-V/def2-TZVPD

The geometry in XYZ format:
```
76
Properties=species:S:1:pos:R:3:lowdin_charge:R:1
I -1.68083 -1.10546 2.97843 0.6412
I -2.69293 1.31055 3.86193 0.0984
Pd -0.69278 -0.21993 0.37392 0.8411
S 2.19460 -0.27678 1.87941 1.0479
S -1.14078 3.23284 0.75408 0.9947
F 2.58295 -5.57562 -3.57711 0.1059
O 1.34605 -0.23271 0.60840 -0.6132
O -0.44739 -2.22285 -0.06241 -0.1162
O 4.71677 -4.18675 -2.40313 0.1197
O -0.92388 -3.12530 1.96956 -0.2851
O 2.16443 -3.33819 1.27170 0.0776
O -0.75024 1.91630 0.09719 -0.6223
N 3.41617 -3.80006 -0.57679 0.2342
N -3.07716 -1.14409 -1.09587 -0.0263
N 1.21105 -4.47545 -0.44325 0.0060
N -2.65082 -0.18029 -0.13396 -0.0906
C 4.85239 -0.79894 2.11645 -0.0797
C -5.04000 -1.90639 0.14838 -0.0346
C 1.33841 -5.07055 -1.68109 0.0629
C -1.19759 4.36991 -0.62261 -0.3999
C 0.61460 3.33870 2.94769 -0.2348
C -5.25802 0.04535 -1.43242 -0.0406
C 2.47742 -5.01058 -2.37529 -0.1853
C -2.01887 5.48313 -0.50996 -0.0814
C 6.15213 -0.91523 1.64556 -0.0601
C 6.43648 -0.63294 0.31437 -0.0590
C -4.80237 -2.25339 -2.31955 -0.0391
C 2.26205 -3.83756 0.16197 -0.4538
C 0.91025 1.84224 2.98560 -0.3074
C -2.05755 6.39658 -1.55337 -0.0603
C -0.43477 4.13607 -1.75633 -0.0691
C 4.12506 -0.09590 -0.08353 -0.0694
C -0.48976 5.05022 -2.79642 -0.0565
C -4.55528 -1.28981 -1.16544 -0.6248
C 5.42623 -0.22593 -0.54890 -0.0565
C -0.48867 -3.15719 0.80465 -0.6214
C -0.01811 -4.53273 0.31506 -0.0216
C 3.65317 -4.32325 -1.84950 -0.3860
C 0.35690 3.90185 1.55007 -0.2955
C -1.29406 6.17880 -2.69173 -0.0582
C 2.24602 1.47302 2.35364 -0.2978
C 3.85824 -0.38751 1.24327 -0.4008
H 0.88033 1.48226 4.01541 0.1196
H -4.44868 -1.83278 -3.26412 0.0874
H -0.79913 -4.90896 -0.34344 0.1407
H 4.61175 -1.05938 3.14113 0.1200
H -0.25959 3.53423 3.57092 0.0861
H -4.39364 -2.73451 0.44284 0.0918
H -5.07660 -1.18004 0.96649 0.0781
H 0.08425 -5.19652 1.16895 0.1454
H 5.64736 -0.03285 -1.58995 0.1145
H 6.93731 -1.24711 2.31153 0.1138
H 2.45227 2.01451 1.43025 0.0988
H 0.10300 1.32328 2.46836 -0.0190
H -2.69262 7.26937 -1.48174 0.1145
H -5.86896 -2.45069 -2.42148 0.0933
H 1.17112 3.74018 0.84073 0.1011
H -6.05454 -2.28541 0.02679 0.0947
H 1.44174 3.90525 3.38383 0.1273
H -3.20025 -0.34337 0.70513 0.0191
H -2.62612 5.63019 0.37639 0.1155
H 7.44724 -0.74333 -0.05607 0.1136
H -2.82353 0.78335 -0.42885 0.0998
H -6.33399 -0.10740 -1.52549 0.0947
H -5.11037 0.75770 -0.61670 0.0754
H -4.90282 0.49672 -2.36243 0.0891
H -1.33187 6.88837 -3.50782 0.1137
H 3.08258 1.61575 3.04057 0.1124
H -4.28743 -3.19864 -2.14444 0.0900
H 0.46842 -5.57971 -2.06921 0.1497
H -2.70368 -0.85920 -1.99367 0.1270
H 0.17424 4.97728 1.60946 0.1066
H 3.31665 0.19018 -0.74460 0.1135
H 0.17476 3.24370 -1.82172 0.1128
H 4.19540 -3.33023 -0.13905 0.1634
H 0.09592 4.88356 -3.69067 0.1137
```

Results
- Max |F|: 0.88 eV/A
- Highest occupied orbital energy (alpha / beta): -10.86 / -10.86 eV
- Gap between HOMO and LUMO (alpha / beta): 0.273 / 0.273 hartree
- Total charge: +1
- M: 941.9 Da
- Energy relative to the best compared isomer or geometry (same formula, charge and spin): 13.9 kcal/mol
- Electronic energy: -3300.94561 Ha

---

No. 2
Formula: NO4S
Source: OMol25
Level of theory: ωB97M-V/def2-TZVPD

The geometry in XYZ format:
```
6
Properties=species:S:1:pos:R:3:lowdin_charge:R:1
S 0.87450 -1.04461 -0.19656 0.7129
O 0.19107 -1.47761 -1.41402 -0.5116
O 0.95930 -1.85773 1.04617 -0.5177
O -0.04924 0.54717 0.09077 -0.4207
O -0.83482 2.49203 0.31991 -0.0868
N -1.14081 1.34075 0.15373 -0.1761
```

Results
- Max |F|: 2.67 eV/A
- Highest occupied orbital energy: -4.44 eV
- Gap between HOMO and LUMO: 0.318 hartree
- Total charge: -1
- M: 110.1 Da
- Energy relative to the best compared isomer or geometry (same formula, charge and spin): 27.7 kcal/mol
- Electronic energy: -753.86101 Ha

---

No. 3
Formula: C31H61BN2O11PtS5
Source: OMol25
Level of theory: ωB97M-V/def2-TZVPD

The geometry in XYZ format:
```
112
Properties=species:S:1:pos:R:3:lowdin_charge:R:1
Pt -0.48154 0.27748 0.61565 1.1551
S 4.24594 0.89752 -3.17158 0.6727
S -3.86874 1.55426 1.13490 0.7200
S -1.73186 -0.96460 -2.39829 0.8080
S -1.75638 -2.88212 1.54492 0.7520
S -0.65487 1.61305 3.94436 0.7692
O -1.46067 -0.80621 -0.95661 -0.4775
O -2.05769 -3.27608 0.16510 -0.3270
O -5.01499 0.89771 1.66905 -0.3115
O -1.42575 -1.48591 1.84532 -0.4115
O -1.22831 2.96623 4.08794 -0.3348
O -2.58268 0.86429 1.03564 -0.4320
O 3.69541 0.55846 -4.46518 -0.3358
O -3.03340 -0.43557 -2.91381 -0.3531
O 3.81557 2.18633 -2.58986 -0.3395
O -0.27612 1.16285 2.60358 -0.4431
O -0.26733 2.20088 -0.42543 -0.3795
N 3.61065 -3.37329 0.47285 0.0012
N -1.67937 3.46524 -5.10297 0.0062
C -3.70635 3.26436 1.85640 -0.1666
C 3.12299 -4.52614 0.02126 -0.1488
C 0.54425 3.37726 -0.25906 -0.5471
C 5.97720 0.69838 -3.16222 -0.2673
C -3.66114 2.55838 -4.81410 -0.1140
C 0.66321 1.29430 5.15691 -0.1881
C -0.98036 -4.61093 3.40557 -0.2095
C 5.24457 -4.79599 0.66284 -0.1258
C -4.36027 2.20802 -0.49515 -0.2137
C 0.27832 -2.43290 -3.07498 -0.2053
C -0.51096 -4.02368 2.09456 -0.2115
C -0.40648 -0.06800 -3.36452 -0.1921
C -3.02531 -3.49515 2.70041 -0.2006
C -1.86978 0.36551 4.59384 -0.1953
C 5.25121 -1.05480 -1.51337 -0.1491
C -0.27692 4.69675 -0.38768 -0.0473
C -1.23655 -0.13953 5.84445 -0.2278
C 3.90101 -0.37606 -1.94315 -0.1979
C -3.64148 3.09110 -6.05592 -0.1353
C -4.88749 3.60692 -0.27337 -0.2108
C 1.42697 3.21499 0.95075 -0.0759
C 6.39653 -0.03925 -1.92610 -0.2156
C 4.83415 -3.53797 1.06471 -0.1279
C -2.46401 3.76067 -6.16232 -0.1548
C -3.91504 4.30745 0.69074 -0.1701
C -1.25528 -2.68144 -2.94711 -0.1678
C 0.56200 -1.10023 -3.86606 -0.1951
C 4.11235 -5.44190 0.23116 -0.1460
C -2.41027 2.85074 -4.19943 -0.1473
C -2.50610 -4.79713 3.31531 -0.1989
C 0.32056 -0.06339 5.85766 -0.1747
B 1.56963 -0.85428 0.82613 -0.4748
H -3.11881 -2.71303 3.45384 0.0957
H 5.52133 -1.94347 -2.08382 0.1162
H 1.58254 -0.72321 -3.79919 0.0780
H 0.58854 2.10586 5.88072 0.1017
H -2.98584 4.54098 0.17096 0.0865
H -1.48406 0.44672 6.72940 0.1165
H 3.18300 -2.45841 0.45905 0.0496
H -1.59670 -2.81260 -3.97392 0.1031
H -0.73899 3.78317 -4.91663 0.1614
H -0.90523 4.77036 0.49997 0.0589
H 0.54350 -3.77260 1.97973 0.1169
H 1.23262 3.35643 -1.10392 0.1074
H 0.40685 -1.23819 -4.93611 0.1166
H 0.72771 -2.49633 -2.08396 0.0937
H -2.89639 -4.91648 4.32602 0.1134
H 5.33886 -2.71033 1.54083 0.1071
H 6.57423 0.60954 -1.06841 0.1119
H 3.23973 0.10787 -1.22438 0.0883
H -3.38089 2.12330 -0.96603 0.0900
H 0.71455 -3.29191 -3.58479 0.1095
H 1.93799 4.15985 1.13563 0.0746
H 2.56416 -1.27032 0.78057 -0.0448
H 7.36266 -0.50706 -2.11544 0.1110
H -4.86263 4.21198 -1.17967 0.1168
H 0.74819 -0.12288 6.85852 0.1119
H 3.35704 -1.11210 -2.53513 0.0831
H -4.53682 3.37993 2.55288 0.0964
H -0.42695 -5.46732 3.79084 0.1200
H -4.40518 5.19770 1.08484 0.1142
H -0.84010 0.36285 -4.26699 0.0948
H -0.80567 4.59592 -1.33550 0.0636
H -2.17740 -0.25892 3.75505 0.0750
H -5.90998 3.47758 0.08143 0.1191
H -4.94249 1.37687 -0.89301 0.1104
H 0.80393 3.14189 1.84214 0.0462
H -3.99400 -3.56889 2.20613 0.1125
H 1.60203 0.18939 0.55419 -0.0537
H -2.96558 -5.60250 2.74229 0.1180
H -0.76007 -4.74074 1.31235 0.1011
H 6.16549 -0.00333 -3.97479 0.1103
H -1.64694 -1.12507 6.06439 0.1125
H -1.98468 2.60712 -3.23718 0.1015
H 0.77670 -0.87322 5.28826 0.1077
H 5.22358 -1.14415 -0.42740 0.0904
H 0.88829 -1.33311 0.14003 -0.0465
H -1.61516 -3.50844 -2.33502 0.0920
H 6.44600 1.65902 -3.37552 0.1169
H 0.39897 5.55142 -0.41587 0.0705
H 2.16083 -4.55213 -0.46862 0.1100
H -1.94185 4.36464 -6.88963 0.1060
H -0.76255 -3.95539 4.24873 0.1111
H 1.21521 -0.87623 1.84502 -0.0429
H -2.82270 3.37314 2.48521 0.0646
H -4.52423 2.17798 -4.28803 0.0935
H 0.06533 0.73991 -2.80524 0.1011
H 2.09716 2.35743 0.89141 0.0706
H -4.50753 3.03472 -6.69870 0.1004
H -2.81680 0.85149 4.82856 0.1097
H 6.23901 -5.12286 0.92863 0.0906
H 4.08237 -6.48269 -0.05563 0.0900
H 1.62875 1.37227 4.65716 0.1107
```

Results
- Max |F|: 4.55 eV/A
- Highest occupied orbital energy (alpha / beta): -7.02 / -7.02 eV
- Multiplicity: 3
- Gap between HOMO and LUMO (alpha / beta): 0.260 / 0.260 hartree
- Total charge: 0
- M: 1004.1 Da
- Energy relative to the best compared isomer or geometry (same formula, charge and spin): 109.5 kcal/mol
- Electronic energy: -4289.63388 Ha